Record 1
48
Properties=species:S:1:pos:R:3:forces:R:3 method="wB97M-V/def2-TZVPD" homo_ev=-7.75 smiles="CCOC(=O)Cn1c2c(c(-c3ccccc3OC)cc1=O)CCCC2" gap_ha=0.311
C -5.993475 -1.155994 -1.783030 0.2 0.2 0.3
C -5.660850 0.154562 -1.086195 -0.2 0.0 -0.5
O -4.824773 -0.060858 0.055089 0.0 -0.1 0.3
C -3.515426 -0.195421 -0.169741 0.2 0.0 0.2
O -2.988099 -0.079155 -1.242131 0.0 0.0 -0.1
C -2.795885 -0.506034 1.129749 -0.3 -0.2 0.0
N -1.361536 -0.445492 0.987709 -0.1 -0.2 0.0
C -0.715357 0.699911 0.651359 0.7 0.3 -0.2
C 0.636046 0.717908 0.431367 -0.3 0.2 0.0
C 1.368819 -0.488897 0.537988 -0.5 -0.4 0.1
C 2.817560 -0.533440 0.261922 0.1 0.0 -0.2
C 3.710305 -0.924499 1.246571 0.0 0.1 -0.1
C 5.070442 -0.981390 0.992305 0.2 0.0 0.0
C 5.540653 -0.654826 -0.265135 0.0 0.0 0.1
C 4.663659 -0.278320 -1.269833 -0.1 0.1 -0.3
C 3.298677 -0.215176 -1.019628 0.0 -0.1 0.2
O 2.355156 0.121497 -1.942094 0.0 -0.1 0.4
C 2.763604 0.404038 -3.256460 0.1 0.1 -0.3
C 0.715969 -1.630177 0.902664 0.4 0.1 -0.1
C -0.689956 -1.672890 1.142312 -0.2 0.1 0.1
O -1.326373 -2.668571 1.465311 0.0 -0.4 0.0
C 1.254510 2.051519 0.143302 -0.1 0.1 0.2
C 0.801885 3.060857 1.204824 0.1 0.1 -0.1
C -0.726581 3.084080 1.367470 0.0 0.0 0.0
C -1.429035 2.008781 0.522051 -0.1 0.1 0.1
H -6.462746 -1.844510 -1.084715 -0.1 -0.1 0.0
H -6.673345 -0.967293 -2.608817 -0.1 0.0 -0.1
H -5.085314 -1.610868 -2.170719 0.0 0.0 -0.1
H -5.148286 0.832691 -1.776436 -0.1 0.0 0.1
H -6.559189 0.632360 -0.690540 0.1 0.0 0.0
H -3.009838 -1.553235 1.398107 0.0 0.4 0.0
H -3.167355 0.135664 1.932813 0.0 0.0 -0.1
H 3.326593 -1.175327 2.224392 -0.1 0.0 0.1
H 5.755525 -1.280510 1.770577 0.1 0.0 0.1
H 6.598777 -0.695584 -0.477253 0.1 0.0 0.0
H 5.055696 -0.038336 -2.245716 0.0 0.0 -0.1
H 3.271973 -0.450545 -3.714453 0.0 0.0 0.0
H 3.418876 1.281031 -3.296586 0.0 -0.1 0.0
H 1.848239 0.613428 -3.807831 0.1 0.0 0.0
H 1.241739 -2.568217 0.990743 0.0 -0.1 0.0
H 0.943889 2.395122 -0.846923 0.1 0.1 -0.1
H 2.341753 1.978988 0.149535 0.0 0.0 -0.1
H 1.266428 2.784304 2.152885 0.0 0.0 0.0
H 1.169988 4.052385 0.937858 0.0 0.0 0.1
H -1.125937 4.058409 1.082084 0.0 0.0 0.0
H -0.983942 2.922078 2.415622 -0.1 0.1 0.0
H -2.475442 1.950303 0.815111 0.0 0.0 -0.1
H -1.398948 2.303139 -0.530670 -0.1 0.0 0.0

=====

Record 2
49
Properties=species:S:1:pos:R:3:forces:R:3 method="wB97M-V/def2-TZVPD" homo_ev=-7.90 smiles="C=CCOC(=O)C1=C(C)NC(C)=C(C(=O)OCC=C)C1c1ccc(C)o1" gap_ha=0.313
C -3.669834 -1.869813 0.591195 0.0 0.0 0.1
C -4.552761 -1.501974 -0.316339 0.0 0.3 -0.1
C -4.570322 -0.177673 -1.023496 -0.2 -0.2 -0.3
O -3.532169 0.694776 -0.604592 0.1 0.0 0.2
C -2.312588 0.455118 -1.140350 -0.2 0.0 -0.3
O -2.138145 -0.359253 -2.016331 0.0 0.1 0.2
C -1.237584 1.252607 -0.541814 0.4 0.3 0.1
C -1.400526 2.384860 0.172666 -0.2 -0.4 -0.4
C -2.705033 3.052759 0.470103 -0.1 0.0 0.1
N -0.295338 3.036205 0.672498 0.0 0.3 0.2
C 0.998190 2.697905 0.360445 0.4 -0.4 -0.3
C 2.041077 3.650704 0.840860 0.1 0.0 0.1
C 1.248549 1.578073 -0.356291 -0.5 0.1 0.0
C 2.609500 1.188500 -0.717769 0.4 0.5 0.1
O 3.617401 1.824611 -0.488341 -0.1 -0.2 -0.1
O 2.623491 0.007613 -1.365573 -0.3 -0.1 0.0
C 3.890357 -0.527150 -1.701373 0.5 0.0 -0.1
C 4.476038 -1.390199 -0.622461 -0.1 0.2 -0.2
C 3.931238 -1.607033 0.558448 0.0 0.0 0.1
C 0.132146 0.624284 -0.724644 -0.1 -0.2 0.0
C 0.201897 -0.599904 0.142825 -0.1 0.5 0.6
C 0.077922 -0.736912 1.495322 0.1 0.2 -0.6
C 0.208972 -2.122310 1.764012 0.1 -0.4 -0.4
C 0.401313 -2.727520 0.556926 -0.1 -0.4 0.9
C 0.614885 -4.151174 0.186225 0.0 0.3 -0.2
O 0.395128 -1.803651 -0.425040 0.1 -0.2 -0.4
H -3.704146 -2.842267 1.050390 -0.1 -0.2 0.1
H -2.868644 -1.222580 0.908573 0.2 0.2 0.0
H -5.346769 -2.166163 -0.629398 -0.1 -0.2 0.0
H -4.488426 -0.350647 -2.104919 -0.1 0.1 0.2
H -5.504700 0.352811 -0.813766 0.1 -0.1 -0.1
H -3.230959 2.511571 1.254700 -0.1 0.0 0.0
H -2.548599 4.079796 0.795788 0.0 0.1 0.0
H -3.345646 3.053013 -0.406507 0.0 0.1 0.0
H -0.445428 3.897105 1.177381 0.0 -0.2 -0.1
H 1.618549 4.380296 1.529324 -0.1 0.1 0.0
H 2.488187 4.172161 -0.003654 0.0 0.0 0.0
H 2.848109 3.110539 1.329162 0.0 0.1 0.0
H 3.734406 -1.118379 -2.609669 0.0 0.1 0.1
H 4.585902 0.295076 -1.920435 -0.1 -0.2 0.0
H 5.423544 -1.835472 -0.895009 0.1 -0.1 0.0
H 4.404984 -2.233861 1.293931 0.2 -0.1 0.1
H 2.989754 -1.166935 0.841021 -0.3 0.1 0.0
H 0.241482 0.283722 -1.759521 0.0 0.1 0.1
H -0.082104 0.048282 2.207064 0.0 0.2 0.1
H 0.165901 -2.598295 2.722780 0.0 -0.2 0.2
H 1.609920 -4.285325 -0.237668 0.1 -0.1 0.0
H 0.514910 -4.780281 1.065744 0.0 0.0 0.0
H -0.114012 -4.457632 -0.562425 0.0 -0.1 0.0

=====

Record 3
62
Properties=species:S:1:pos:R:3:forces:R:3 method="wB97M-V/def2-TZVPD" homo_ev=-0.94 gap_ha=0.177 total_charge=-2
Pd 0.442923 -1.027428 0.042940 0.3 0.4 -0.3
S -4.370456 4.633319 -0.268442 0.1 -0.1 0.0
C -3.271213 3.367022 -0.129776 -0.1 0.0 -0.1
S -3.130340 2.357151 1.244636 0.1 0.1 -0.2
C -1.805969 1.340476 0.716066 0.0 0.1 -0.2
C -1.337324 1.610667 -0.536439 -0.1 -0.1 0.2
S -0.076772 0.824142 -1.429308 -0.1 0.0 0.0
S -2.174953 2.907284 -1.365241 -0.1 0.1 0.2
S -1.319431 0.081020 1.810280 0.0 -0.1 -0.1
C 2.543098 -3.785161 3.472731 0.0 0.0 -0.1
As 1.383704 -2.583040 2.450848 0.0 -0.3 0.2
C -0.356435 -2.996217 3.192720 0.1 0.0 0.1
C 1.876160 -0.896133 3.250275 0.0 -0.1 0.1
S 1.517604 -3.145517 0.415524 -0.1 0.1 0.2
H 2.492591 -3.553534 4.537570 0.0 0.0 0.0
H 3.562135 -3.650476 3.112284 0.0 0.0 0.0
H 2.232757 -4.814204 3.296152 0.0 0.0 0.0
H -0.275857 -2.976684 4.281590 0.0 0.0 0.0
H -0.643740 -3.985851 2.844212 0.0 0.0 0.0
H -1.090127 -2.270083 2.850772 0.0 0.0 0.0
H 1.602861 -1.004021 4.304163 0.0 0.0 0.0
H 1.331949 -0.084800 2.778788 0.0 0.0 0.0
H 2.945391 -0.752686 3.129319 -0.1 0.0 0.0
C 3.412445 1.795740 -0.339273 0.0 0.0 0.0
C 3.547408 0.326298 0.116584 0.0 0.1 -0.2
O 2.444501 -0.140528 0.693217 0.1 -0.2 0.1
C 4.714850 0.255305 1.145659 0.0 0.1 -0.1
F 5.939367 0.531146 0.621138 0.0 0.0 0.0
F 4.532305 1.154554 2.138064 0.0 0.0 0.0
F 4.828569 -0.938943 1.753772 0.0 -0.1 0.0
C 3.987526 -0.515780 -1.130357 0.1 0.0 0.1
F 4.517059 -1.716659 -0.809723 0.0 0.0 0.0
F 4.938594 0.109100 -1.886639 0.0 0.0 0.0
F 2.959948 -0.748798 -1.945703 0.0 0.1 0.0
H 2.987858 2.345555 0.498167 0.0 0.0 0.0
H 2.688388 1.827814 -1.152893 0.0 0.0 0.0
H 4.354567 2.249273 -0.653783 0.0 0.0 0.0
C -7.737384 -4.776304 -0.150416 0.0 0.0 0.0
C -6.352118 -4.989786 0.460073 0.0 0.0 0.0
C -6.498546 -4.940290 1.988001 0.0 0.0 0.0
C -5.863509 -6.386124 0.047659 0.0 0.0 0.0
C -5.341754 -3.935294 0.003674 0.0 0.0 0.0
C -5.670290 -2.915483 -0.881377 0.0 0.0 0.0
C -4.740328 -1.949875 -1.290281 0.1 0.0 0.0
C -3.468141 -2.038755 -0.781551 0.1 0.0 0.0
O -2.392021 -1.254443 -1.011853 -0.1 0.0 0.0
B -1.343770 -1.723603 -0.164563 -0.2 0.0 -0.1
O -1.825786 -2.924879 0.458614 0.0 -0.1 0.1
C -3.122617 -3.054724 0.108295 -0.1 -0.1 0.0
C -4.031442 -4.004887 0.506275 0.1 0.0 0.0
H -8.418371 -5.551209 0.211710 0.0 0.0 0.0
H -7.708438 -4.836170 -1.239998 0.0 0.0 0.0
H -8.151960 -3.805979 0.128213 0.0 0.0 0.0
H -7.216225 -5.692828 2.329201 0.0 0.0 0.0
H -6.848673 -3.956627 2.305828 0.0 0.0 0.0
H -5.546992 -5.128565 2.485257 0.0 0.0 0.0
H -6.561682 -7.155358 0.392503 0.0 0.0 0.0
H -4.882243 -6.603310 0.469780 0.0 0.0 0.0
H -5.780574 -6.455456 -1.038753 0.0 0.0 0.0
H -6.675578 -2.843762 -1.274047 0.0 0.0 0.0
H -5.010872 -1.153845 -1.971209 0.0 0.0 0.0
H -3.727526 -4.779666 1.199469 0.0 0.0 0.0

=====

Record 4
58
Properties=species:S:1:pos:R:3:forces:R:3 method="wB97M-V/def2-TZVPD" homo_ev="-6.38 / -8.78" s2=8.79 gap_ha="0.224 / 0.217" spin_multiplicity=6
Ru 0.199931 0.227730 0.284547 -0.3 0.3 -0.5
C 3.150501 -3.208925 0.392991 0.0 0.0 0.0
C 2.099255 -3.136494 1.446015 0.0 -0.1 0.0
N 2.280149 -3.791160 2.579886 0.0 0.1 0.0
C 1.342888 -3.590664 3.519977 0.0 -0.1 0.1
C 0.190655 -2.813192 3.418805 -0.1 0.1 -0.2
C -0.687579 -2.671570 4.632553 0.0 0.0 0.0
O -0.396893 -1.497317 5.369100 -0.1 0.0 0.0
C -0.099209 -2.166125 2.202783 0.0 -0.2 0.2
C -1.323706 -1.494738 1.988193 0.1 0.0 0.0
N -1.595632 -0.766879 0.885249 -0.1 0.0 0.1
C -2.882875 -0.269533 0.712191 0.2 0.0 -0.1
C -4.010784 -0.907808 1.246471 -0.1 0.0 0.0
C -5.283567 -0.404348 1.045342 0.0 0.0 0.0
C -5.484324 0.743770 0.293649 0.0 0.0 0.0
C -4.389076 1.384592 -0.266850 0.0 0.0 0.0
C -3.119384 0.881278 -0.052879 -0.2 -0.1 0.1
I -1.499125 1.846083 -0.947639 0.2 0.0 -0.1
C 0.952353 -2.310105 1.193565 0.1 0.1 -0.1
O 0.943968 -1.669421 0.070426 0.0 0.0 0.1
H 3.974755 -3.820217 0.748780 0.0 0.0 0.0
H 3.494582 -2.206100 0.132859 0.0 0.0 0.0
H 2.737559 -3.636825 -0.523543 0.0 0.0 0.0
H 1.506385 -4.114691 4.456886 0.0 0.0 0.0
H -0.510646 -3.505840 5.313079 0.0 0.0 0.0
H -1.748312 -2.711635 4.357236 0.0 0.0 0.0
H -0.104959 -0.786880 4.779046 0.0 0.0 0.0
H -2.040731 -1.498247 2.800141 0.0 0.0 0.0
H -3.885880 -1.830320 1.796093 0.0 0.0 0.0
H -6.128554 -0.927734 1.472541 0.0 0.0 0.0
H -6.479309 1.135352 0.135858 0.0 0.0 0.0
H -4.529220 2.279098 -0.859173 0.0 0.0 0.0
C 3.342624 3.336133 -1.578091 0.0 0.0 0.0
C 2.957961 2.137676 -2.433573 0.0 0.0 0.0
C 2.943525 2.509053 -3.901865 0.0 0.0 0.0
O 1.607203 1.760997 -2.031421 -0.1 0.0 0.1
B 1.744017 0.798644 -1.059370 0.0 0.0 0.0
O 3.011880 0.303557 -0.971679 0.0 0.0 0.0
C 3.768495 0.855002 -2.086702 0.0 0.0 0.0
C 5.190023 1.107843 -1.624884 0.0 0.0 0.0
C 3.739634 -0.188932 -3.192879 0.0 0.0 0.0
H 2.619427 4.134237 -1.745555 0.0 0.0 0.0
H 4.332188 3.712238 -1.838366 0.0 0.0 0.0
H 3.334121 3.084601 -0.516726 0.0 0.0 0.0
H 2.341535 3.406037 -4.045937 0.0 0.0 0.0
H 2.528341 1.713236 -4.516126 0.0 0.0 0.0
H 3.955453 2.725520 -4.249820 0.0 0.0 0.0
H 5.212312 1.727884 -0.731810 0.0 0.0 0.0
H 5.767894 1.599320 -2.410032 0.0 0.0 0.0
H 5.672831 0.158399 -1.394478 0.0 0.0 0.0
H 2.719857 -0.386223 -3.525226 0.0 0.0 0.0
H 4.158946 -1.119159 -2.809630 0.0 0.0 0.0
H 4.331298 0.125585 -4.053021 0.0 0.0 0.0
F 1.649952 1.238366 1.741339 0.0 -0.1 0.2
B 0.761643 1.588171 2.866525 -0.1 0.1 -0.3
F 1.016883 2.854204 3.277680 0.0 0.0 0.1
F 0.890096 0.619198 3.836728 0.1 -0.1 0.1
F -0.535461 1.472413 2.255320 0.1 0.1 0.1

=====

Record 5
52
Properties=species:S:1:pos:R:3:forces:R:3 method="wB97M-V/def2-TZVPD" homo_ev=-11.46 gap_ha=0.271 total_charge=+1
Pd 0.340488 -0.488781 -0.486508 -0.3 0.2 1.3
N -0.496212 1.569919 -1.732808 -0.2 0.2 0.3
C 0.633888 2.066719 -2.470408 -0.1 0.3 -0.1
C 0.574888 3.263119 -3.145208 0.0 -0.4 0.2
C 1.690188 3.774619 -3.819208 0.3 0.0 -0.1
C 2.874788 3.093519 -3.800708 -0.1 0.2 -0.1
C 2.982088 1.863919 -3.123108 -0.3 -0.2 0.2
C 4.192088 1.142219 -3.052708 -0.2 -0.3 0.2
C 4.225388 -0.060481 -2.397608 0.2 0.2 -0.2
C 3.047988 -0.554981 -1.826408 0.0 0.1 -0.1
N 1.907588 0.105319 -1.858808 0.6 0.0 0.0
C 1.841988 1.318319 -2.466608 0.5 0.4 -0.4
H -0.729312 2.226119 -0.986008 -0.1 -0.2 -0.2
H -1.312412 1.478719 -2.336108 0.2 0.0 0.2
H -0.349812 3.825219 -3.147908 0.0 0.0 0.0
H 1.603188 4.718119 -4.335608 0.0 0.1 -0.1
H 3.741688 3.486319 -4.306908 0.1 0.1 -0.1
H 5.075588 1.556119 -3.513108 0.1 0.0 -0.1
H 5.134588 -0.632681 -2.325008 0.1 -0.1 0.0
H 3.036788 -1.529381 -1.340708 0.0 0.2 -0.1
Br -3.105112 -5.818481 -3.232508 0.1 0.3 0.1
C -2.248512 -4.284881 -2.535208 0.1 0.1 0.1
C -1.514712 -3.445981 -3.368608 -0.2 -0.2 0.2
C -0.872612 -2.358381 -2.804608 0.0 0.0 0.0
N -0.928412 -2.083581 -1.502608 -0.1 -0.1 0.8
C -1.647612 -2.876681 -0.707208 -0.2 -0.3 0.0
C -2.328912 -3.985081 -1.178908 0.0 -0.1 -0.3
H -1.442612 -3.644381 -4.424608 0.0 0.0 -0.1
H -0.291412 -1.680581 -3.419708 0.0 0.0 0.0
H -1.667712 -2.610781 0.345592 0.0 -0.1 -0.1
H -2.898612 -4.608381 -0.510108 0.0 -0.1 0.1
C -2.269512 -1.063581 3.977092 0.3 0.1 -0.3
C -0.904512 -0.577081 3.516992 0.2 0.0 0.6
C 0.163488 -1.039181 4.510392 -0.2 0.1 -0.4
O -0.567612 -1.178581 2.239192 0.2 -0.7 -0.5
B 0.132088 -0.261381 1.522492 -1.6 0.3 -1.0
O 0.143188 0.974119 2.097892 1.0 0.1 -0.5
C -0.812912 0.949219 3.190892 -0.6 0.0 0.2
C -0.345212 1.821319 4.344992 0.1 -0.2 -0.4
C -2.112412 1.513419 2.608992 0.4 -0.2 0.0
H -2.222512 -2.134781 4.156392 0.0 -0.1 0.1
H -3.045212 -0.877081 3.240792 -0.1 0.1 0.0
H -2.524612 -0.564181 4.908592 -0.1 0.0 0.1
H 0.200988 -2.126681 4.498192 0.0 0.0 0.0
H -0.078112 -0.707581 5.515192 0.1 0.1 0.1
H 1.143588 -0.662981 4.224092 0.1 0.0 0.1
H 0.650688 1.552719 4.680892 0.1 -0.1 0.1
H -1.043012 1.716519 5.172792 0.0 0.0 0.1
H -0.327612 2.861219 4.028492 0.0 0.1 0.0
H -2.451512 0.898019 1.774392 -0.1 0.0 0.0
H -1.914712 2.514819 2.230792 0.0 0.1 0.0
H -2.883812 1.566919 3.370392 -0.2 0.0 0.0

=====

It is found that the relative energy (zero: lowest compared OMol25 entry of this formula, charge and spin) values, taken in the order of the records, are 105.80; 242.17; 9.20; 221.98; 193.22 kJ/mol.
It is found that the maximum force values, taken in the order of the records, are 0.0148; 0.0190; 0.0105; 0.0121; 0.0367 hartree/bohr.